A structure of composition C3H2BrCrF9O11S3 in a non-equilibrium geometry, computed with the ωB97M-V functional and the def2-TZVPD basis.

CARTESIAN COORDINATES (ANGSTROEM)
Cr  4.31055  10.81509  18.77567
Br  2.36554  9.17790  19.56850
O  3.86846  12.66289  19.55571
H  3.09730  12.76052  20.14757
O  5.74348  12.05826  17.61233
H  6.42138  11.49663  17.18858
C  8.10402  10.81168  21.17655
F  8.69015  11.31983  22.22214
F  8.04064  11.77021  20.17191
F  8.65485  9.60010  20.89001
S  6.27236  10.41495  21.68126
O  5.67185  11.61393  22.30290
O  5.53480  9.99513  20.48331
O  6.36912  9.32459  22.63915
C  3.72713  11.75965  14.57742
F  5.06935  11.94643  14.73233
F  3.26495  12.35952  13.45966
F  3.49174  10.43812  14.45050
S  2.73575  12.41141  16.11041
O  1.31672  12.33561  15.85442
O  3.09683  11.51678  17.18071
O  3.23030  13.74746  16.50918
C  7.07815  8.33098  15.75166
F  7.32461  7.31228  14.90814
F  8.15015  8.66506  16.47089
F  6.68747  9.45679  15.05136
S  5.47304  7.97007  16.80951
O  4.41021  7.51823  15.97463
O  5.83633  6.95669  17.79020
O  5.17216  9.26972  17.48047

<S²>	8.764
spin multiplicity	6
LUMO level (alpha / beta)	6.7 / 5.9	eV
total charge	-3
HOMO-LUMO gap (alpha / beta)	4.4 / 5.1	eV